No. 1
This record from the Open Molecules 2025 dataset describes a structure of composition C50H55BF9NO6PPtSi in a non-equilibrium geometry. The level of theory is wB97M-V/def2-TZVPD.

Cartesian coordinates (Å):
Pt: 0.3507 -0.3088 -0.4046
O: 0.3985 -1.0871 1.8111
C: -0.3732 -0.9189 2.7642
C: -1.5007 -0.0633 2.8912
C: -2.1273 -0.0528 4.1435
C: -3.1940 0.7712 4.4074
C: -3.6668 1.6599 3.4090
C: -3.1016 1.6641 2.1777
C: -2.0096 0.7855 1.8214
O: -1.5830 0.7852 0.6511
N: -3.8260 0.7278 5.6883
O: -4.7502 1.4999 5.9076
O: -3.4147 -0.0672 6.5246
H: -0.1356 -1.4836 3.6823
H: -1.7629 -0.7020 4.9303
H: -4.4815 2.3259 3.6565
H: -3.4485 2.3287 1.3976
C: 0.5683 5.5035 -7.0699
C: 1.7392 4.6735 -6.5198
C: 2.0667 3.5932 -7.5552
C: 2.9724 5.5705 -6.3415
C: 1.3574 4.0757 -5.1637
C: 0.8463 4.9085 -4.1656
C: 0.4534 4.4389 -2.9148
C: 0.5917 3.0897 -2.6763
O: 0.2576 2.3429 -1.5849
B: 0.5775 1.0052 -1.8930
O: 1.1488 0.9745 -3.1746
C: 1.1297 2.2555 -3.6480
C: 1.5107 2.7138 -4.8901
H: 0.7831 5.8225 -8.0926
H: 0.3883 6.3967 -6.4713
H: -0.3453 4.9072 -7.0784
H: 2.2896 4.0651 -8.5140
H: 1.2192 2.9196 -7.6945
H: 2.9398 3.0074 -7.2642
H: 3.2490 6.0342 -7.2924
H: 3.8194 4.9824 -5.9836
H: 2.7781 6.3610 -5.6154
H: 0.7405 5.9682 -4.3624
H: 0.0515 5.1030 -2.1606
H: 1.9037 2.0122 -5.6121
C: -2.9364 -0.1419 -2.1823
C: -2.1239 -1.1709 -2.9821
C: -1.5732 -0.4231 -4.2103
C: -3.0934 -2.2447 -3.4994
Si: -0.6916 -1.9308 -1.8336
C: 0.6548 -2.9098 -2.9375
C: 1.3649 -4.0004 -2.1263
C: 0.0283 -3.5962 -4.1608
C: 1.7556 -1.9647 -3.4262
C: -1.5336 -3.2861 -0.6442
C: -2.6894 -2.6217 0.1135
C: -0.5329 -3.7997 0.4019
C: -2.0803 -4.5194 -1.3799
H: -3.6346 0.3735 -2.8550
H: -2.2881 0.6017 -1.7179
H: -3.5180 -0.6039 -1.3854
H: -2.3612 -0.3284 -4.9666
H: -0.7199 -0.9141 -4.6762
H: -1.2682 0.5838 -3.9395
H: -3.8417 -1.7769 -4.1518
H: -3.6336 -2.7259 -2.6843
H: -2.5771 -3.0122 -4.0802
H: 0.6907 -4.7990 -1.8173
H: 1.8484 -3.5785 -1.2431
H: 2.1453 -4.4574 -2.7480
H: -0.7725 -4.2826 -3.8738
H: 0.7931 -4.1802 -4.6901
H: -0.3779 -2.8755 -4.8699
H: 2.2031 -1.4358 -2.5827
H: 1.3774 -1.2210 -4.1244
H: 2.5400 -2.5452 -3.9315
H: -2.3773 -1.6774 0.5637
H: -3.0441 -3.2823 0.9150
H: -3.5376 -2.4219 -0.5428
H: 0.0179 -2.9860 0.8628
H: 0.1829 -4.5023 -0.0213
H: -1.0753 -4.3258 1.1985
H: -2.9065 -4.2737 -2.0447
H: -2.4544 -5.2454 -0.6452
H: -1.3100 -5.0170 -1.9716
F: 6.2426 -4.8031 1.0795
C: 6.5768 -3.6025 1.5844
F: 6.8318 -3.7931 2.9016
F: 7.7530 -3.2474 1.0215
C: 5.5202 -2.5704 1.3685
C: 5.8560 -1.2301 1.5299
C: 4.8952 -0.2531 1.3622
C: 3.5837 -0.6013 1.0277
C: 3.2671 -1.9458 0.8527
C: 4.2220 -2.9314 1.0335
P: 2.3152 0.6697 0.7048
C: 2.0680 1.4402 2.3402
C: 2.3788 0.7599 3.5185
C: 2.1091 1.3279 4.7502
C: 1.5235 2.5863 4.8168
C: 1.1638 3.2530 3.6540
C: 1.4208 2.6726 2.4243
C: 1.2897 3.2004 6.1607
F: 2.3818 3.0833 6.9534
F: 1.0017 4.5148 6.0818
F: 0.2735 2.6141 6.8250
C: 3.3199 1.9193 -0.1856
C: 3.9357 3.0298 0.3954
C: 4.6825 3.9036 -0.3736
C: 4.8213 3.6823 -1.7394
C: 4.2407 2.5671 -2.3278
C: 3.5090 1.6902 -1.5486
C: 5.6173 4.6548 -2.5449
F: 6.9023 4.7242 -2.1216
F: 5.1256 5.9107 -2.4508
F: 5.6530 4.3437 -3.8527
H: 6.8759 -0.9645 1.7780
H: 5.1641 0.7880 1.4883
H: 2.2546 -2.2060 0.5748
H: 3.9628 -3.9743 0.9091
H: 2.8361 -0.2195 3.4621
H: 2.3549 0.8003 5.6633
H: 0.6856 4.2211 3.7140
H: 1.1114 3.1741 1.5144
H: 3.8275 3.2185 1.4548
H: 5.1618 4.7620 0.0806
H: 4.3514 2.3943 -3.3895
H: 3.0589 0.8133 -2.0006

Output
Charge: -1
Highest occupied orbital energy in eV: -4.9
Kohn-Sham gap in Eh: 0.251

Mulliken population analysis, charges in e, atoms 1 to 99: atom 1 (Pt): 2.849, atom 2 (O): -0.892, atom 3 (C): -0.753, atom 4 (C): 1.945, atom 5 (C): -0.308, atom 6 (C): -0.803, atom 7 (C): -0.495, atom 8 (C): -1.141, atom 9 (C): -0.544, atom 10 (O): -0.035, atom 11 (N): 1.010, atom 12 (O): -0.678, atom 13 (O): -0.660, atom 14 (H): 0.106, atom 15 (H): 0.550, atom 16 (H): 0.507, atom 17 (H): 0.560, atom 18 (C): -1.756, atom 19 (C): 1.987, atom 20 (C): -2.045, atom 21 (C): -1.561, atom 22 (C): 0.437, atom 23 (C): -0.257, atom 24 (C): -2.662, atom 25 (C): 1.282, atom 26 (O): -0.363, atom 27 (B): 1.022, atom 28 (O): -0.390, atom 29 (C): -0.141, atom 30 (C): 0.014, atom 31 (H): 0.469, atom 32 (H): 0.320, atom 33 (H): 0.367, atom 34 (H): 0.448, atom 35 (H): 0.429, atom 36 (H): 0.352, atom 37 (H): 0.424, atom 38 (H): 0.289, atom 39 (H): 0.340, atom 40 (H): 0.342, atom 41 (H): 0.519, atom 42 (H): 0.543, atom 43 (C): -1.618, atom 44 (C): 2.930, atom 45 (C): -1.543, atom 46 (C): -2.145, atom 47 (Si): -3.779, atom 48 (C): 3.651, atom 49 (C): -2.268, atom 50 (C): -1.871, atom 51 (C): -1.753, atom 52 (C): 2.658, atom 53 (C): -2.301, atom 54 (C): -1.458, atom 55 (C): -1.547, atom 56 (H): 0.481, atom 57 (H): 0.019, atom 58 (H): 0.324, atom 59 (H): 0.679, atom 60 (H): 0.023, atom 61 (H): 0.164, atom 62 (H): 0.590, atom 63 (H): 0.380, atom 64 (H): 0.327, atom 65 (H): 0.438, atom 66 (H): 0.182, atom 67 (H): 0.678, atom 68 (H): 0.309, atom 69 (H): 0.550, atom 70 (H): 0.338, atom 71 (H): -0.090, atom 72 (H): 0.197, atom 73 (H): 0.632, atom 74 (H): 0.440, atom 75 (H): 0.572, atom 76 (H): 0.276, atom 77 (H): -0.225, atom 78 (H): 0.323, atom 79 (H): 0.599, atom 80 (H): 0.307, atom 81 (H): 0.530, atom 82 (H): 0.295, atom 83 (F): -0.280, atom 84 (C): 0.831, atom 85 (F): -0.266, atom 86 (F): -0.274, atom 87 (C): 0.334, atom 88 (C): -1.198, atom 89 (C): -0.116, atom 90 (C): -0.740, atom 91 (C): 0.618, atom 92 (C): -0.956, atom 93 (P): 1.172, atom 94 (C): 0.090, atom 95 (C): -1.092, atom 96 (C): -1.029, atom 97 (C): 0.350, atom 98 (C): -0.994, atom 99 (C): -0.521


No. 2
This record from the Open Molecules 2025 dataset describes a structure of composition C50H55INO3P2RhSi. The level of theory is wB97M-V/def2-TZVPD.

Cartesian coordinates (Å):
Rh: 0.9007 -0.1595 0.6630
I: 1.3575 -0.9551 3.2921
C: -0.5829 -1.1199 4.0437
C: -0.8568 -0.3513 5.1739
C: -2.0746 -0.5347 5.8117
C: -2.9557 -1.4901 5.3410
C: -2.6797 -2.2608 4.1900
C: -3.5344 -3.3154 3.7996
C: -3.1709 -4.1662 2.7562
C: -2.0801 -3.8766 1.9742
C: -1.2819 -2.7120 2.1937
P: -0.5757 -2.0868 0.6709
C: 0.4598 -3.4866 0.0781
C: -0.0168 -4.4947 -0.7558
C: 0.7992 -5.5556 -1.1243
C: 2.1012 -5.6331 -0.6570
C: 2.5849 -4.6428 0.1876
C: 1.7701 -3.5829 0.5473
C: -2.0019 -2.0788 -0.4831
C: -1.8662 -2.2770 -1.8541
C: -2.9624 -2.1658 -2.6973
C: -4.2079 -1.8484 -2.1791
C: -4.3534 -1.6492 -0.8125
C: -3.2600 -1.7657 0.0313
C: -1.4766 -2.0041 3.4334
H: -0.1244 0.3454 5.5568
H: -2.3117 0.0433 6.6958
H: -3.8818 -1.6817 5.8697
H: -4.4195 -3.5098 4.3919
H: -3.7610 -5.0499 2.5467
H: -1.8493 -4.5261 1.1391
H: -1.0302 -4.4556 -1.1313
H: 0.4101 -6.3246 -1.7789
H: 2.7352 -6.4620 -0.9446
H: 3.5981 -4.6955 0.5660
H: 2.1587 -2.8165 1.2083
H: -0.9012 -2.5226 -2.2743
H: -2.8346 -2.3190 -3.7616
H: -5.0630 -1.7551 -2.8365
H: -5.3262 -1.4125 -0.3993
H: -3.3791 -1.6229 1.0985
C: 1.5375 -3.1801 -4.5926
C: 2.2258 -3.0730 -3.3939
C: 1.9397 -2.0284 -2.5252
C: 0.9694 -1.0728 -2.8237
C: 0.2912 -1.1972 -4.0402
C: 0.5707 -2.2364 -4.9154
Si: 0.6383 0.3742 -1.6477
C: 1.9190 1.6771 -2.1823
C: 2.9001 1.4397 -3.1438
C: 3.7461 2.4560 -3.5782
C: 3.6197 3.7369 -3.0638
C: 2.6437 3.9977 -2.1083
C: 1.8122 2.9769 -1.6798
C: -0.9726 1.2065 -2.2035
C: -2.1995 1.0641 -1.5601
C: -3.3452 1.6874 -2.0341
C: -3.2888 2.4723 -3.1749
C: -2.0779 2.6322 -3.8362
C: -0.9376 2.0088 -3.3517
H: 1.7483 -3.9967 -5.2712
H: 2.9745 -3.8071 -3.1253
H: 2.4742 -1.9697 -1.5869
H: -0.4818 -0.4839 -4.3004
H: 0.0288 -2.3142 -5.8499
H: 2.9966 0.4518 -3.5802
H: 4.4975 2.2461 -4.3292
H: 4.2713 4.5296 -3.4082
H: 2.5295 4.9976 -1.7075
H: 1.0414 3.1936 -0.9480
H: -2.2744 0.4568 -0.6680
H: -4.2833 1.5514 -1.5097
H: -4.1814 2.9590 -3.5483
H: -2.0204 3.2456 -4.7268
H: 0.0003 2.1592 -3.8750
C: -1.2570 4.7467 -0.6481
C: -0.7627 4.1110 0.6314
O: -1.3084 2.7905 0.7096
P: -0.5897 1.5656 1.4768
O: -0.1110 2.2978 2.8367
C: 1.2388 2.7318 3.0629
C: 1.2194 4.1131 3.6745
O: -1.8653 0.7476 1.9212
C: -2.9753 1.3364 2.6445
C: -4.1499 1.5298 1.7139
H: -0.8713 5.7632 -0.7372
H: -2.3461 4.7855 -0.6471
H: -0.9448 4.1683 -1.5183
H: -1.1000 4.6699 1.5079
H: 0.3334 4.0774 0.6659
H: 1.7996 2.7133 2.1240
H: 1.7059 2.0164 3.7418
H: 0.7848 4.8458 2.9943
H: 2.2384 4.4238 3.9091
H: 0.6395 4.1108 4.5970
H: -2.6540 2.2789 3.0904
H: -3.1977 0.6330 3.4455
H: -3.8999 2.2323 0.9188
H: -5.0011 1.9180 2.2754
H: -4.4391 0.5810 1.2634
C: 4.4976 -0.3889 -0.3333
C: 4.0255 0.7071 0.6298
C: 4.4898 0.3721 2.0577
C: 4.5965 2.0690 0.2128
N: 2.5995 0.7748 0.6274
H: 5.5869 -0.4505 -0.3043
H: 4.1875 -0.1660 -1.3528
H: 4.0889 -1.3580 -0.0408
H: 5.5790 0.4120 2.1018
H: 4.1789 -0.6339 2.3422
H: 4.0849 1.0839 2.7779
H: 5.6840 2.0428 0.2955
H: 4.2192 2.8586 0.8644
H: 4.3271 2.3059 -0.8137

Output
Charge: 0
Spin multiplicity: 5
Highest occupied orbital energy (alpha / beta) in eV: -4.4 / -7.0
⟨S²⟩: 6.049
Kohn-Sham gap (alpha / beta) in Eh: 0.171 / 0.212

Mulliken population analysis, charges in e, atoms 1 to 99: atom 1 (Rh): -2.467, atom 2 (I): 0.331, atom 3 (C): 0.994, atom 4 (C): -0.544, atom 5 (C): -0.930, atom 6 (C): -0.984, atom 7 (C): 0.938, atom 8 (C): -1.292, atom 9 (C): -0.770, atom 10 (C): -0.839, atom 11 (C): 0.376, atom 12 (P): 1.740, atom 13 (C): 1.362, atom 14 (C): -0.135, atom 15 (C): -0.998, atom 16 (C): -0.726, atom 17 (C): -0.636, atom 18 (C): -0.541, atom 19 (C): 0.427, atom 20 (C): -0.157, atom 21 (C): -0.964, atom 22 (C): -1.172, atom 23 (C): -0.808, atom 24 (C): -0.677, atom 25 (C): -0.089, atom 26 (H): 0.414, atom 27 (H): 0.399, atom 28 (H): 0.352, atom 29 (H): 0.376, atom 30 (H): 0.409, atom 31 (H): 0.242, atom 32 (H): 0.529, atom 33 (H): 0.435, atom 34 (H): 0.400, atom 35 (H): 0.429, atom 36 (H): 0.037, atom 37 (H): 0.323, atom 38 (H): 0.501, atom 39 (H): 0.369, atom 40 (H): 0.458, atom 41 (H): 0.473, atom 42 (C): -0.872, atom 43 (C): -0.863, atom 44 (C): 0.178, atom 45 (C): -0.173, atom 46 (C): -0.086, atom 47 (C): -0.689, atom 48 (Si): 3.244, atom 49 (C): 0.566, atom 50 (C): -0.549, atom 51 (C): -0.688, atom 52 (C): -0.991, atom 53 (C): -0.472, atom 54 (C): 0.427, atom 55 (C): 0.717, atom 56 (C): 0.540, atom 57 (C): -0.980, atom 58 (C): -1.051, atom 59 (C): -0.763, atom 60 (C): -0.087, atom 61 (H): 0.387, atom 62 (H): 0.459, atom 63 (H): 0.072, atom 64 (H): 0.371, atom 65 (H): 0.437, atom 66 (H): 0.336, atom 67 (H): 0.412, atom 68 (H): 0.348, atom 69 (H): 0.460, atom 70 (H): -0.432, atom 71 (H): -0.665, atom 72 (H): 0.493, atom 73 (H): 0.407, atom 74 (H): 0.434, atom 75 (H): 0.390, atom 76 (C): -1.183, atom 77 (C): -0.105, atom 78 (O): -0.195, atom 79 (P): 1.376, atom 80 (O): -0.349, atom 81 (C): 0.349, atom 82 (C): -1.533, atom 83 (O): -0.341, atom 84 (C): -0.130, atom 85 (C): -0.888, atom 86 (H): 0.423, atom 87 (H): 0.349, atom 88 (H): 0.095, atom 89 (H): 0.291, atom 90 (H): 0.230, atom 91 (H): -0.097, atom 92 (H): 0.242, atom 93 (H): 0.242, atom 94 (H): 0.455, atom 95 (H): 0.313, atom 96 (H): 0.252, atom 97 (H): 0.234, atom 98 (H): 0.084, atom 99 (H): 0.582